75
Properties=species:S:1:pos:R:3 method="wB97M-V/def2-TZVPD" homo_energy_ev=-4.8 de_lowest_kj_mol=54.2 orbital_gap_ev=1.35
C 1.33257 -6.60547 0.47108
N 1.02427 -5.19143 0.34556
C 2.02005 -4.26726 0.56475
O 3.14767 -4.50845 0.93449
C 1.43617 -2.90130 0.25472
C 2.07794 -2.27965 -0.98700
C 3.54258 -2.07964 -0.85923
C 4.42042 -3.01557 -1.39213
F 3.95139 -4.01764 -2.16038
C 5.78852 -2.87564 -1.20407
F 6.63150 -3.79883 -1.69565
C 6.28467 -1.77819 -0.51626
F 7.60911 -1.64505 -0.32710
C 5.41145 -0.82565 -0.01052
F 5.89091 0.28295 0.57845
C 4.04103 -0.98604 -0.16514
F 3.20001 -0.05728 0.32997
N -0.02749 -3.10738 0.05984
C -0.90143 -2.06781 -0.06813
C -2.25377 -2.22644 -0.25919
C -3.17565 -1.20593 -0.37275
C -4.57150 -1.42912 -0.53416
C -5.45171 -0.34252 -0.68914
C -6.79976 -0.54090 -0.85493
C -7.32137 -1.82162 -0.86802
C -6.48214 -2.90778 -0.70910
C -5.13320 -2.72278 -0.54427
C -0.32102 -4.58877 0.07748
C -0.84331 -5.05940 -1.27504
C -1.25146 -4.94647 1.23416
H 2.41329 -6.71912 0.55871
H 0.86240 -7.02799 1.35574
H 0.99943 -7.14664 -0.41060
H 1.59152 -2.24835 1.12485
H 1.88747 -2.93091 -1.84429
H 1.60231 -1.32160 -1.21554
H -0.49454 -1.07550 -0.01033
H -2.62210 -3.22703 -0.33068
H -2.82548 -0.18989 -0.33185
H -5.05275 0.65651 -0.68035
H -7.45512 0.30530 -0.97442
H -8.37884 -1.97341 -0.99618
H -6.88750 -3.90644 -0.71103
H -4.50590 -3.58524 -0.41393
H -0.11120 -4.85132 -2.05325
H -1.03108 -6.13192 -1.26677
H -1.76876 -4.55819 -1.54876
H -0.79161 -4.66492 2.18065
H -2.20862 -4.43447 1.16955
H -1.44111 -6.01896 1.25790
C 4.67047 3.52885 0.05287
C 3.16351 3.40531 0.18584
O 2.61618 4.45657 0.94917
C 1.24336 4.48011 0.81704
C 0.52899 5.26165 1.75864
S -1.24929 5.25989 1.75463
C -1.52721 6.92613 1.04400
C -1.87339 7.06872 -0.28320
C -2.03873 8.32674 -0.82341
C -1.86115 9.44518 -0.03420
C -1.54235 9.30309 1.30041
C -1.38165 8.04302 1.83530
O -1.41601 5.70728 3.18586
O 0.64879 3.83362 -0.04308
H 5.15799 2.57389 -0.14879
H 4.94613 4.22095 -0.74261
H 5.09062 3.92793 0.97480
H 2.67007 3.40076 -0.79455
H 2.87645 2.47146 0.68792
H 1.06124 5.79614 2.52139
H -2.01011 6.18848 -0.88625
H -2.29911 8.43151 -1.86447
H -1.96795 10.42698 -0.46410
H -1.41277 10.17354 1.92078
H -1.15237 7.90937 2.87825